(1)
{"formula": "C21H17F5N8O2TcTe", "method": "ωB97M-V/def2-TZVPD", "homo_lumo_gap_ev": [6.2045, 5.8894], "spin_multiplicity": 4, "homo_energy_ev": [-7.666, -7.725], "symbols": ["Tc", "N", "C", "N", "C", "N", "N", "C", "C", "C", "C", "C", "C", "N", "C", "C", "C", "C", "C", "C", "H", "H", "H", "H", "H", "H", "H", "H", "H", "H", "H", "N", "C", "C", "C", "N", "C", "N", "C", "O", "C", "C", "H", "H", "H", "H", "H", "H", "F", "Te", "F", "F", "F", "F", "O"], "xyz": [[0.143, -0.301, -0.064], [-0.344, -3.583, 2.824], [-0.231, -2.894, 1.696], [-0.369, -1.600, 1.618], [-0.577, -0.853, 2.779], [-0.678, 0.437, 2.728], [-0.476, 0.901, 1.440], [-0.696, 2.159, 1.195], [-0.510, 2.552, -0.179], [-0.677, 3.856, -0.637], [-0.524, 4.119, -1.981], [-0.223, 3.070, -2.844], [-0.071, 1.799, -2.330], [-0.193, 1.537, -1.023], [-0.620, -1.553, 4.055], [-0.708, -0.878, 5.276], [-0.697, -1.588, 6.455], [-0.591, -2.981, 6.435], [-0.488, -3.662, 5.242], [-0.495, -2.939, 4.053], [-0.120, -4.565, 2.812], [0.007, -3.437, 0.791], [-1.020, 2.830, 1.981], [-0.922, 4.637, 0.069], [-0.643, 5.124, -2.361], [-0.119, 3.232, -3.907], [0.160, 0.950, -2.957], [-0.765, 0.200, 5.266], [-0.759, -1.067, 7.400], [-0.577, -3.533, 7.365], [-0.387, -4.740, 5.224], [-0.870, -1.309, -1.488], [-1.245, -1.978, -2.367], [-1.643, -2.787, -3.404], [-2.568, -2.323, -4.370], [-3.326, -1.938, -5.147], [-1.041, -4.066, -3.507], [-0.510, -5.087, -3.588], [2.560, -1.804, -3.316], [2.126, -0.698, -2.509], [2.974, -0.105, -1.669], [4.445, -0.322, -1.812], [3.024, -2.563, -2.690], [3.245, -1.470, -4.095], [1.658, -2.209, -3.765], [4.694, -1.269, -1.327], [4.958, 0.471, -1.276], [4.760, -0.361, -2.852], [2.397, -2.334, 2.541], [2.522, -0.513, 1.840], [2.843, -0.278, 3.708], [3.445, 1.194, 1.850], [1.863, -1.815, 0.059], [4.195, -1.092, 1.256], [2.505, 0.593, -0.794]]}

***

(2)
{"formula": "C21H17MoN7O6SSe3Te", "method": "ωB97M-V/def2-TZVPD", "homo_lumo_gap_ev": [6.2677, 6.2657], "homo_energy_ev": [-7.211, -7.215], "symbols": ["Mo", "O", "C", "C", "C", "N", "C", "C", "C", "O", "O", "C", "O", "O", "H", "H", "H", "N", "C", "C", "C", "C", "C", "C", "N", "C", "C", "C", "S", "C", "N", "H", "H", "H", "H", "H", "H", "H", "Se", "Se", "Te", "Se", "C", "N", "C", "C", "O", "N", "C", "N", "H", "H", "H", "H", "H", "H", "H"], "xyz": [[-1.240, -0.048, 1.012], [3.729, -3.742, 1.268], [2.646, -2.975, 1.058], [2.720, -1.727, 0.440], [1.569, -0.985, 0.357], [0.408, -1.421, 0.825], [0.310, -2.650, 1.318], [1.405, -3.471, 1.453], [-1.111, -2.995, 1.670], [-1.445, -4.092, 2.046], [-1.898, -1.962, 1.511], [1.410, 0.346, -0.316], [2.299, 0.889, -0.934], [0.207, 0.832, -0.129], [4.528, -3.223, 1.121], [3.648, -1.316, 0.070], [1.300, -4.458, 1.879], [-4.022, -0.971, -2.170], [-2.957, -1.139, -3.042], [-2.905, -1.473, -4.391], [-1.649, -1.555, -4.956], [-0.488, -1.311, -4.204], [-0.547, -0.982, -2.867], [-1.810, -0.900, -2.282], [-2.191, -0.593, -0.981], [-3.499, -0.646, -0.966], [-4.219, -0.397, 0.272], [-5.534, -0.499, 0.574], [-5.770, -0.191, 2.237], [-4.096, 0.054, 2.439], [-3.413, -0.057, 1.338], [-4.998, -1.070, -2.386], [-3.800, -1.656, -4.971], [-1.557, -1.811, -6.003], [0.476, -1.379, -4.689], [0.348, -0.777, -2.300], [-6.356, -0.752, -0.073], [-3.647, 0.268, 3.395], [-0.410, 0.302, 3.191], [-0.823, 2.467, 4.090], [-2.860, 3.179, 2.809], [-1.993, 2.428, 0.588], [3.527, 4.004, -0.508], [3.536, 3.170, 0.673], [4.517, 2.126, 0.885], [3.795, 1.216, 1.886], [4.290, 0.210, 2.354], [2.527, 1.702, 2.096], [2.416, 2.775, 1.326], [1.267, 3.454, 1.201], [4.556, 4.227, -0.782], [3.034, 4.954, -0.300], [3.034, 3.507, -1.348], [5.453, 2.505, 1.297], [4.718, 1.570, -0.036], [0.434, 3.014, 1.572], [1.127, 4.026, 0.387]]}

***

Taking the records one at a time from the top gives energy above the lowest of the compared OMol25 structures with the same formula, charge and spin values of 21.15; 4.61 kcal/mol.